1.
Computed, not measured: the ion C4H9N2O3S with charge -1, with the ωB97M-V functional and the def2-TZVPD basis.

Output
- relative energy (zero: lowest compared OMol25 entry of this formula, charge and spin) (eV) = 0.454
- SMILES = CCC(=O)NC=[S@](N)(=O)[O-]

ORCA input file:
```
! wB97M-V def2-TZVPD RIJCOSX def2/J DEFGRID3
* xyz -1 1
O -1.3076 -1.6669 1.9128
H -2.0586 -3.9366 -0.4449
C 0.8278 1.9889 -0.1441
H 1.0608 3.2332 -2.0626
H 0.3725 4.0737 -0.7920
O -0.1515 -3.9526 1.4515
H 1.8974 2.1418 0.1160
H -2.5417 -2.2333 -0.3044
H -0.3405 -0.3336 0.7104
C 0.3232 -2.0633 -0.3237
C 1.0308 0.3829 -0.6997
H 0.2096 1.9671 0.7982
N 0.1256 -0.4423 -0.2097
H 1.3652 -2.2726 -0.0151
N -2.1565 -3.1054 0.1390
O 2.0020 0.1303 -1.3945
H -0.5309 2.8599 -1.6388
S -0.6657 -2.6745 1.0156
C 0.4656 3.0860 -1.2059
*
```

***

2.
Computed, not measured: a structure of composition C22H57BBrIN14NbO11, with the ωB97M-V functional and the def2-TZVPD basis.

ORCA input file:
```
! wB97M-V def2-TZVPD RIJCOSX def2/J DEFGRID3
* xyz -1 1
N -1.2237 -5.9342 5.0511
H -0.9349 -0.0309 5.5774
C -0.8933 -7.2490 5.1383
H 4.4942 1.5360 1.3734
H -0.8864 0.8386 -1.7214
O -5.8933 3.0545 -1.7244
H 3.9158 -1.0103 0.5661
N 8.8845 0.0866 -0.8480
H 2.4843 -3.0639 -4.2164
H -4.5973 4.4004 -2.1505
H -5.6763 6.4778 -1.9322
O -0.4116 -4.0629 2.6910
H 3.7023 0.1875 -4.7965
H -0.0717 -8.7352 4.0147
H 1.1478 -1.4624 3.8464
Nb -0.8306 -0.2723 2.0624
N -1.3522 4.8332 -5.1677
H 3.0061 -0.7896 2.5338
N -7.3374 -3.1850 0.9696
H 0.1354 -2.1348 0.2146
O -3.1395 -0.5604 -0.2686
H 5.5432 -1.2667 1.2809
H -5.6854 -2.7796 -0.9188
O 11.0589 -0.2445 -1.4124
H -0.4297 2.9424 -6.6081
H -2.9426 -2.0676 2.8064
H -1.0755 -5.3939 4.2164
H -2.9809 4.3605 -2.7897
H 3.5269 -1.0579 -3.6142
C 4.5624 0.5675 1.8613
N 9.5836 -1.9485 -1.6722
H -3.6983 -0.5325 2.2535
C -6.4674 2.1483 -1.1397
H -0.9175 3.2771 -1.4738
N -4.8555 6.9267 -2.2910
H -0.1769 -7.2250 3.1705
N -0.3347 -7.7692 3.9982
O -1.0183 3.3395 -3.5096
H 0.9770 1.0013 0.2373
N -7.4573 1.4166 -1.7298
H 2.5069 2.0041 1.5961
C 0.0462 -0.2372 5.1463
O 3.7581 -0.0494 -1.7659
C 1.1215 0.4228 1.1542
H -6.6092 1.0593 0.6404
H -2.5189 1.4361 -1.6246
C -2.8637 -0.9806 2.7884
H -3.9423 -0.0336 -0.1738
C 0.1088 -1.1370 3.9974
C 1.1493 0.3222 5.7483
C 2.0748 1.1549 2.1355
O -5.5956 -2.4444 2.2326
N 3.3908 -0.7335 -4.5546
H -1.6300 -5.5018 5.8583
C 4.6230 0.5617 -1.1992
N 2.3615 -2.7058 -5.1444
H 5.3818 0.5697 2.5810
H 1.6384 -0.4869 0.8196
H -7.8921 -3.3093 1.7951
N -3.8014 4.8893 -2.5330
H -1.9664 3.1794 -0.0668
H 5.0311 2.5390 -0.4460
H -5.4288 2.3234 0.5958
O 5.5177 -0.0513 -0.3686
C -3.7382 6.2335 -2.6769
N -0.4874 2.7346 -5.6303
H -2.9469 -0.6076 3.8172
H -7.7001 1.6504 -2.6739
C -1.6069 1.2881 -1.0265
H 7.9430 -0.2539 -0.7653
C 3.2420 0.2733 2.6094
O 2.6127 -1.0416 -6.6667
I -1.3998 2.2077 3.2203
H 1.5807 1.5733 3.0140
N -6.1567 1.8017 0.1412
C 9.9204 -0.6690 -1.3160
B -1.9879 0.2005 0.0632
H -7.7267 -3.4139 0.0758
H 5.6725 2.1930 -2.0466
H 1.9046 -3.2704 -5.8343
C -0.9440 3.6257 -4.6960
H 1.9602 -0.3455 6.0272
C 0.0852 -3.3279 1.8984
H -1.6835 5.4989 -4.4813
H 3.4216 0.4582 3.6701
H 8.6530 -2.3133 -1.6001
H -4.3878 -2.2031 0.0814
C 4.8159 2.0404 -1.3879
C -6.0546 -2.7112 1.1415
C -0.5273 -2.3223 1.0586
N -5.3295 -2.5604 -0.0083
C 2.7812 -1.4593 -5.5309
H -0.3213 2.6701 0.1218
H -0.4811 -2.0409 4.2335
H -1.4940 -2.6440 0.6742
C -1.1430 2.6868 -0.5927
O -2.7346 6.7998 -3.0998
H 3.9003 2.4465 -1.8066
H 9.0897 1.0292 -0.5765
H 10.3171 -2.5350 -2.0210
O -1.0701 -7.9254 6.1412
C 4.8624 -0.5461 0.8378
H -1.3637 5.0724 -6.1400
H -0.1964 1.8323 -5.3021
Br 2.0706 -3.5115 1.6497
H 1.2214 1.3842 5.9561
H -4.8310 7.9247 -2.3734
H -7.9377 0.6680 -1.2694
*
```

***

3.
Computed, not measured: a structure of composition C23H29ErN6O3S2, with the ωB97M-V functional and the def2-TZVPD basis.

Output
- expectation value of S² = 3.7528

ORCA input file:
```
! wB97M-V def2-TZVPD RIJCOSX def2/J DEFGRID3
* xyz 2 4
H -1.9304 2.6789 1.7601
H -1.8683 4.4686 1.6571
H -0.6224 5.0303 -2.5310
C 0.7269 -2.7855 -0.4107
C 0.5163 3.3273 1.5608
H 1.6696 -6.6776 0.2212
C -2.3751 -0.0316 2.2816
C 2.8764 -4.1015 -1.5635
H -1.4995 1.6759 -3.9466
C 1.6406 -2.0740 -1.1792
H 0.9666 4.3505 -0.6323
H 1.0263 3.9930 -3.5252
S -4.2512 -4.5797 -0.9979
C 2.7541 -2.7122 -1.7409
N -2.5620 -1.0801 -0.9238
H 3.1110 -1.1989 1.4127
H -2.5896 3.5445 0.3915
C -0.1184 4.4056 -0.5362
O 2.8023 0.2128 -1.6774
N 0.9703 0.1362 0.1310
S 1.5639 -0.3175 -1.2454
C -3.8075 -3.0770 -0.9750
H 1.6681 -6.7519 -1.5472
C -0.1357 -0.4660 2.1560
C 0.8185 -4.1367 -0.3041
H -3.4210 -0.4357 4.0998
H -0.3829 5.3602 -0.2063
N -0.4537 3.4008 0.4598
H 3.1557 -6.5889 -0.7482
H 3.4333 -2.1633 -2.3563
C 1.9271 -4.8069 -0.8740
H 1.4305 2.8640 1.2499
C -0.8472 4.2224 -1.8739
N -3.6171 -1.8666 -1.1381
H -2.5733 2.6839 -3.0719
H 1.6286 2.7456 -2.4173
C -2.4700 -0.4349 3.5968
C 2.2051 -1.1374 2.0233
H 0.7691 4.3187 1.8968
H 0.1015 -4.6403 0.3374
N -1.2875 0.0041 1.5526
C 2.0964 -6.2940 -0.6913
H -3.2932 0.3591 1.8202
H 0.8573 -2.0471 5.0167
C 0.9837 -1.6062 4.0373
C -1.7724 3.5374 1.1036
H 0.9732 2.3161 -3.8994
O -2.7781 0.1330 -1.1335
H -1.5319 3.3442 -4.4155
C -1.3723 -0.8319 4.1975
C 2.1364 -1.7249 3.2740
C 1.1132 -0.5020 1.4023
N -0.5548 2.9305 -2.4887
O 0.4664 0.1599 -2.2025
C 0.8360 3.0041 -3.0881
C -1.5664 2.6634 -3.5416
C -0.1344 -0.9029 3.4929
H 3.7744 -4.5600 -1.9590
H 0.0659 2.7855 2.3713
H -1.4399 -1.1639 5.2174
Er -0.7221 1.2734 -0.7031
H -0.0975 -2.2220 -0.0289
H -1.9371 4.3359 -1.7740
H 2.9482 -2.3468 3.6263
*
```

***

4.
Computed, not measured: a cluster of 13 separate species, C15H56N10O13 in total, with the ωB97M-V functional and the def2-TZVPD basis.

Output
- relative energy (zero: lowest compared OMol25 entry of this formula, charge and spin) (eV) = 6.001

ORCA input file:
```
! wB97M-V def2-TZVPD RIJCOSX def2/J DEFGRID3
* xyz 0 1
C -4.5276 -1.8155 0.5588
C -2.3916 -3.6605 2.3338
H -0.1536 2.1985 -2.0012
H 0.3984 0.0515 -0.9252
H 1.5154 -3.6875 -1.5952
N -2.8786 2.9985 0.3528
N 0.7324 2.7235 -2.0382
H -3.0446 4.2095 -2.5222
C 3.6124 1.2485 -2.7322
H -1.9006 -4.8175 -2.0362
H -3.7506 1.2215 -1.8812
C -2.9996 3.9575 -0.5372
H 0.1594 -1.9935 0.2718
H 2.9594 0.3985 -1.0292
O -5.5686 -1.0815 -0.0752
H 1.6124 -5.8845 0.1058
H -5.9316 -1.6895 -0.7732
H -1.7416 -3.7065 3.1798
H 2.6914 3.9975 -0.5272
H 0.4624 0.3225 3.1928
C -2.9386 0.5045 -2.0382
H 3.8624 2.3815 -4.4532
H -3.0196 3.3525 1.3028
H 0.6164 3.1855 1.9218
H -0.2116 5.6465 -2.1042
H -2.4216 2.6205 -2.0342
H 1.8584 -1.0205 1.4738
H -2.5756 -2.6095 2.2678
O -1.8146 1.1485 -2.6172
N 4.8974 -1.9225 -1.4812
O 2.1444 4.6265 -2.1032
H 3.7344 -2.2595 1.3328
C -1.7596 -2.8545 -1.9552
O -1.9086 -4.2435 1.1308
H -3.9156 -2.3575 -0.2242
H -3.9496 -1.0205 0.9808
H -2.5086 -4.1145 0.4278
C 1.4754 -4.1785 -0.6762
O 2.9964 2.2085 2.1818
N 3.1284 3.3215 0.1138
C 0.9514 -0.4515 3.8548
H 0.4674 -4.1135 -0.3282
C -2.6366 0.4845 3.0118
H -3.4456 -0.2995 -2.6412
N -0.2506 4.6035 -2.0322
C 2.3754 -0.7395 3.3788
C 0.1834 0.1245 0.1508
O 2.8044 -1.2325 -0.6912
H 0.0014 2.0375 0.4468
H -1.8606 1.2495 3.1488
H -2.7466 0.2315 -1.0012
H 1.1384 0.1175 4.7738
H -0.5236 -1.2245 1.7678
N 4.3274 -2.5065 0.5408
H 4.1324 3.2815 0.2438
H 2.9764 0.1445 3.2868
H 4.6264 -1.3315 -2.3142
H -1.1936 4.0895 -1.9802
N -2.6576 3.6015 -1.8002
C 0.8824 4.0115 -2.1772
O -2.3506 -0.6915 3.7218
H 5.2344 -2.9135 0.6898
H -3.4066 -4.0065 2.6028
C 4.0204 -1.8595 -0.5272
H 1.1314 0.4145 0.6108
O 2.3404 -1.4615 2.1268
O -0.6216 1.2845 0.3348
H -2.7516 0.3845 1.9778
H 3.0384 2.1725 -0.9342
O -2.4466 -4.0925 -1.6072
H 5.8774 -1.7105 -1.2042
H -1.4616 -1.2155 0.3088
H 0.7104 3.6625 0.1468
N 3.6034 2.4105 -3.3962
H -2.2366 2.2445 0.2788
C -0.4716 -1.1605 0.6758
C 2.4324 2.9065 1.1258
H -0.7546 -2.9045 -1.6102
H 0.3724 -1.3355 4.0688
H 2.8724 -1.3745 4.1038
O 4.0884 0.0405 -3.2402
H -2.2786 -1.9865 -1.5092
H 3.1494 3.2795 -3.0992
H -1.6416 -2.6755 -3.0232
H -1.9776 -0.4055 4.5338
H 2.1404 -3.7195 0.0238
O 1.8204 -5.4835 -0.7562
N 3.0664 1.2615 -1.5502
H -4.7836 -2.5425 1.3858
O -3.3606 5.2115 -0.2402
N 1.1744 3.2905 1.0038
H 1.6144 2.1595 -2.0532
H -1.1586 0.4555 -2.7852
H -3.4836 0.8725 3.4038
*
```

***

5.
Computed, not measured: an isolated molecule of C9H11NO2, with the ωB97M-V functional and the def2-TZVPD basis.

Output
- relative energy (zero: lowest compared OMol25 entry of this formula, charge and spin) (eV) = 4.610
- SMILES = N[C@@H](Cc1ccccc1)C(=O)O

ORCA input file:
```
! wB97M-V def2-TZVPD RIJCOSX def2/J DEFGRID3
* xyz 0 1
H 2.7042 -2.3233 -0.1619
O 2.5117 -1.5235 -0.6242
C -0.7079 0.3496 -0.0200
C 0.5749 0.9082 -0.5653
H 1.0387 0.6962 -1.6222
N 2.9183 1.3580 -0.0184
H -3.9656 -1.4685 0.2451
C 2.0702 -0.9015 0.5399
C -3.0390 0.5266 0.6325
H 0.1856 1.9155 -0.4084
H 2.6835 2.2498 -0.2069
H -2.0289 -2.7585 -0.4906
H -4.1254 1.1984 0.7874
C 1.7593 0.5918 0.3862
C -0.8499 -0.9817 -0.4247
H -0.1415 -1.3916 -1.2254
C -1.7353 1.1570 0.5807
H -1.8270 2.4585 0.6131
H 3.4224 1.1135 -0.8900
O 2.0926 -1.4194 1.7021
C -1.9492 -1.6902 -0.3123
H 1.4314 0.8104 1.3416
C -3.0230 -0.8754 0.1414
*
```

***

6.
Computed, not measured: a cluster of 13 separate species, C29H72Cl6O17 in total, with the ωB97M-V functional and the def2-TZVPD basis.

ORCA input file:
```
! wB97M-V def2-TZVPD RIJCOSX def2/J DEFGRID3
* xyz 0 1
C -16.6680 11.9515 -4.7288
C -18.6568 8.9590 3.7089
H -16.7778 6.5733 3.0698
H -20.1171 4.9519 0.6607
C -16.4712 6.0675 2.1542
O -16.7525 10.6708 -4.2026
H -16.6675 2.9047 -3.4934
H -15.9212 3.7835 -7.4379
H -16.6007 10.0540 -7.2566
H -18.1418 1.1830 0.9729
H -17.5114 12.2709 -5.3411
C -14.5314 3.1201 -0.6459
O -19.6772 5.6101 2.6028
O -18.0406 3.2285 0.8703
H -16.9168 4.2533 1.9454
H -18.5225 2.7228 4.1907
C -18.6064 6.1694 -2.9138
H -15.5786 6.4282 -0.2214
C -20.0821 12.0507 -0.4292
H -17.3176 1.9576 2.3085
H -17.4260 1.5749 -4.4133
H -16.6477 12.6041 -3.8560
H -15.4563 7.8111 1.4668
H -18.1544 11.0562 -0.4829
C -19.4617 2.1111 2.5626
H -17.8860 6.0928 -3.7282
H -19.5465 5.7515 -3.2740
H -15.1177 13.1823 -5.5504
H -22.0628 7.1940 -3.1625
H -20.2443 7.2938 0.5696
O -20.0795 2.6788 -0.8116
H -14.6128 7.8317 -2.3559
H -15.9743 9.3366 -4.9442
C -17.0397 2.5926 -4.4691
C -16.4545 8.2179 -7.5132
H -21.0152 2.5518 -0.6385
C -21.0574 6.8252 1.1240
O -17.1804 9.3933 -7.6427
H -21.3194 7.4431 1.9828
H -20.6573 11.4369 -3.4092
H -19.4521 4.7242 2.8964
H -17.8296 4.7386 -6.7532
H -20.0316 12.7924 0.3679
O -15.4879 8.6088 -5.3384
H -16.4594 12.3054 -7.1733
O -21.7578 2.8899 -3.2462
O -16.2768 4.6740 2.5243
C -17.8654 5.4550 -1.7399
H -19.8926 3.6406 -3.2994
C -22.4422 6.1737 -3.2176
H -15.4376 8.4199 -7.8496
C -15.4129 12.1331 -5.5398
C -13.9073 7.1836 -2.8758
H -20.5661 11.1823 0.0178
H -15.2350 1.8226 -5.4549
C -20.0395 12.1577 -2.8736
C -19.8523 1.9381 -1.9848
H -21.9644 3.5624 -2.5931
H -23.0187 6.7890 0.9972
H -17.3200 6.1251 1.4728
H -16.7784 2.2795 -7.4057
O -24.3036 5.0448 -4.3305
H -17.2278 4.6180 -2.0244
H -20.2707 0.9419 -1.8411
H -19.7200 1.1727 3.0532
C -17.6635 7.7410 -1.2152
Cl -14.9364 1.4833 0.0214
H -17.3792 7.9238 -5.5846
C -20.3658 2.6602 -3.2454
Cl -17.9055 9.6332 2.2527
H -20.3169 2.4995 2.0096
H -24.6449 6.4730 -2.8174
H -19.7940 7.5007 -1.8167
C -15.8292 2.7360 -5.4270
H -18.0647 8.1013 -0.2679
C -20.5664 5.3956 1.5492
O -22.2612 5.4625 -2.0042
C -18.6629 11.9214 -0.9083
O -22.3193 6.7898 0.3396
Cl -20.0192 9.9907 4.1260
H -18.4802 4.9236 -1.0135
H -17.3695 10.6815 -3.4672
C -20.7943 12.6166 -1.6283
O -18.8649 11.5859 -2.3446
H -18.7440 8.4090 -2.8992
O -15.7828 11.6709 -6.9256
H -18.7818 1.8270 -2.1574
H -16.0116 6.7920 -5.9859
Cl -14.6759 5.5897 -3.0664
O -14.8421 6.2100 0.3544
H -16.8962 7.3867 -8.0628
C -16.4808 3.1199 -6.7787
Cl -12.9065 3.2016 -1.4342
H -21.8339 12.2928 -1.5790
C -18.7976 7.5295 -2.2576
H -15.3158 3.4402 -1.3318
H -14.3696 6.6720 2.2530
H -21.0038 13.6842 -1.6937
H -15.1154 3.5256 -5.1920
H -17.8687 8.9240 4.4611
H -14.5930 11.5102 -5.1822
H -18.6279 3.1833 -6.7485
H -21.3528 4.6661 1.7428
H -18.6825 3.1800 0.1581
H -14.4016 3.7964 0.1991
H -24.1773 6.9732 -4.3874
H -18.0650 12.8283 -0.8176
H -23.6499 4.8571 -5.0080
C -16.3953 7.8108 -6.0399
H -20.1103 2.0820 -4.1334
O -19.2637 3.0104 3.6527
H -19.7932 12.9839 -3.5405
O -17.8621 3.6523 -4.9073
H -22.2161 6.0547 -1.2500
O -17.0251 6.4665 -1.1362
C -17.7902 3.7371 -6.3247
Cl -12.3759 7.2039 -1.9600
C -23.9522 6.2295 -3.6230
H -16.9739 8.4553 -1.6650
H -18.9572 7.9210 3.5660
C -15.2337 6.7516 1.5935
C -18.1719 2.0466 1.6373
H -13.7189 7.6331 -3.8508
H -21.8432 5.5606 -3.8910
*
```

***

7.
Computed, not measured: a cluster of 2 separate species, C4H12 in total, with the ωB97M-V functional and the def2-TZVPD basis.

Output
- relative energy (zero: lowest compared OMol25 entry of this formula, charge and spin) (eV) = 0.624
- SMILES = CC.CC

ORCA input file:
```
! wB97M-V def2-TZVPD RIJCOSX def2/J DEFGRID3
* xyz 0 1
C -0.5452 -0.9038 -1.2372
C -1.7554 -1.1194 -2.0776
H 0.6453 -0.4883 1.6449
H 1.3628 2.5034 1.4960
H -0.1389 0.1172 -1.3867
H -1.9749 -2.2126 -2.1199
H -0.4094 0.8788 1.8645
H 1.6080 1.3078 0.1635
H -0.5346 -1.1067 -0.1653
H -2.6579 -0.6521 -1.7026
H 0.3565 -1.5771 -1.3658
H 2.6373 1.3705 1.7570
C 1.6140 1.4763 1.2572
H 0.8164 0.6935 3.0234
H -1.6001 -0.8312 -3.1063
C 0.5760 0.5435 1.9547
*
```

***

8.
Computed, not measured: a cluster of 2 separate species, C3H11N2S2 in total, with the ωB97M-V functional and the def2-TZVPD basis.

Output
- relative energy (zero: lowest compared OMol25 entry of this formula, charge and spin) (eV) = 1.173

ORCA input file:
```
! wB97M-V def2-TZVPD RIJCOSX def2/J DEFGRID3
* xyz 1 1
S -2.4966 1.2637 -2.2103
H 0.9354 2.1908 0.9844
H 3.3118 -1.2447 -0.9119
H -3.7215 -0.8206 0.2654
N 0.5762 1.2559 0.7913
H -2.1479 -1.1283 -0.4737
H -2.2552 -0.6982 1.2390
H 1.2879 -1.2457 1.2130
C 1.5572 0.4651 0.0271
H 2.0044 0.9806 -0.8048
N 2.5826 -1.6629 -0.3479
H 0.3726 0.8154 1.6851
H -1.1925 0.9855 -2.3765
H 2.9358 -2.4360 0.1925
S -2.5386 1.2394 -0.1464
C -2.6808 -0.5315 0.2528
H -0.3223 1.3690 0.2648
C 1.7914 -0.7977 0.3561
*
```

***

| no. | E_HOMO (eV) | LUMO level (eV) |
| --- | --- | --- |
| 1 | -3.6 | 3.595 |
| 2 | -4.4 | 1.327 |
| 3 | -13.7 | -7.787 |
| 4 | -8.9 | 0.168 |
| 5 | -8.8 | 0.730 |
| 6 | -9.1 | 0.163 |
| 7 | -11.4 | 1.146 |
| 8 | -12.8 | -3.228 |